1.
{"formula": "C3H6NO2", "method": "ωB97M-V/def2-TZVPD", "energy_ev": -8793.699, "e_homo_ev": -4.46, "total_charge": -1, "largest_force_ev_per_a": 3.2, "gap_ev": 8.586, "species": ["C", "C", "N", "H", "H", "H", "H", "H", "O", "C", "O", "H"], "xyz": [[-1.52426, -1.01894, 1.65667], [-0.49311, -0.55509, 0.89949], [0.28967, -1.27867, -0.00483], [-1.84521, -2.06199, 1.43804], [-1.93905, -0.34963, 2.48329], [-0.32914, 0.61565, 0.97920], [-0.33884, -1.96357, -0.29915], [0.47598, -0.57690, -0.67693], [2.62976, 1.88775, -1.23018], [1.45195, 1.79779, -1.58643], [0.65604, 0.76283, -1.57515], [0.96621, 2.74079, -2.08402]], "lowdin_charge": [-0.10, -0.33, 0.05, 0.03, 0.04, 0.13, 0.04, -0.03, -0.11, -0.61, -0.20, 0.10]}

2.
{"formula": "C5H5NO2S", "method": "ωB97M-V/def2-TZVPD", "energy_ev": -21679.985, "e_homo_ev": -9.09, "smiles": "C=CCN=C=C=S(=O)=O", "largest_force_ev_per_a": 3.8, "gap_ev": 7.502, "species": ["C", "C", "C", "N", "C", "C", "S", "O", "O", "H", "H", "H", "H", "H"], "xyz": [[-0.72762, -0.90932, -0.48556], [0.11223, -0.30453, 0.37047], [0.62680, 1.12759, 0.20074], [-0.57755, 1.91902, 0.01549], [-1.70786, 1.47438, -0.14943], [-2.55152, 0.61192, -0.60198], [-3.86288, 0.00066, 0.12816], [-3.90656, -1.43687, 0.12800], [-5.05223, 0.72111, 0.22108], [-1.37883, -1.65869, -0.13614], [-0.84370, -0.77177, -1.59780], [0.07603, -0.71769, 1.31813], [1.33526, 1.51765, 0.94735], [1.17593, 1.14297, -0.70845]], "lowdin_charge": [-0.05, -0.15, -0.18, 0.10, -0.20, -0.21, 0.79, -0.29, -0.26, 0.04, 0.10, 0.07, 0.12, 0.10]}

3.
{"formula": "C6H8N", "method": "ωB97M-V/def2-TZVPD", "energy_ev": -7831.585, "e_homo_ev": -13.78, "total_charge": 1, "smiles": "C=C1C=CC=[NH+]C1", "largest_force_ev_per_a": 6.9, "gap_ev": 7.906, "species": ["C", "C", "C", "C", "C", "N", "C", "H", "H", "H", "H", "H", "H", "H", "H"], "xyz": [[1.51449, -1.68626, 0.73340], [0.69935, -0.84475, 0.10389], [-0.79396, -1.01586, -0.17061], [-1.79774, 0.01583, -0.10930], [-1.69443, 1.42031, -0.13224], [-0.36029, 1.66104, -0.17985], [0.79329, 0.60715, -0.37009], [1.08561, -2.66124, 0.84753], [2.55217, -1.52150, 0.93676], [-1.32165, -1.97383, -0.18915], [-2.83137, -0.46826, 0.17442], [-2.19278, 2.36775, -0.09780], [-0.10467, 2.61979, -0.23499], [1.70377, 1.08131, -0.11690], [0.81280, 0.43647, -1.43594]], "lowdin_charge": [0.14, -0.24, 0.07, -0.05, 0.05, 0.09, -0.04, 0.08, 0.09, 0.12, 0.15, 0.15, 0.14, 0.12, 0.14]}